# 1
Computed, not measured: C55H54FN10O3RbS3 as an isolated structure, with ωB97M-V/def2-TZVPD.

```
127
Properties=species:S:1:pos:R:3:forces:R:3
Rb -0.4416 0.5213 -0.3222 0.105 -0.303 -0.801
C 1.0534 3.8811 -1.0304 -0.032 -0.032 -0.006
C 1.1536 3.2529 0.3344 0.059 -0.022 0.061
N 2.0048 2.2997 0.4692 0.028 0.186 0.079
N 2.0893 1.7855 1.7549 0.042 -0.391 -0.155
C 3.1869 1.1665 2.0377 0.046 0.175 0.088
S 4.7217 1.0953 1.2618 -0.071 -0.129 -0.008
S 3.1768 0.2646 3.5846 0.016 0.010 0.020
C 1.4411 0.3007 4.1215 -0.003 0.018 0.015
C 1.1377 1.3248 5.1796 0.009 0.016 -0.009
C 0.5666 0.9468 6.3900 0.012 -0.009 0.011
C 0.2419 1.8934 7.3556 0.006 -0.001 0.002
C 0.4878 3.2368 7.1182 -0.002 0.001 0.010
C 1.0598 3.6244 5.9112 -0.019 0.005 -0.007
C 1.3837 2.6796 4.9529 -0.043 -0.055 0.001
C 0.2754 3.8121 1.3986 -0.017 0.082 0.035
C 0.3189 5.1858 1.6278 0.006 -0.030 0.016
C -0.4719 5.8135 2.5803 -0.017 0.017 -0.015
C -1.3559 5.0237 3.3195 0.029 0.015 0.027
C -1.4468 3.6703 3.0968 0.036 -0.028 0.043
C -0.6660 2.9903 2.1130 0.050 -0.029 0.091
O -0.8306 1.7473 1.8804 -0.196 0.221 0.372
H 1.5820 3.2831 -1.7688 0.039 -0.026 -0.014
H 1.4860 4.8856 -1.0108 -0.019 0.004 -0.002
H 0.0082 3.9931 -1.3313 -0.009 -0.013 -0.006
H 1.2035 -0.7052 4.4694 -0.014 0.040 -0.025
H 0.8417 0.5129 3.2330 0.008 0.023 -0.047
H 0.3664 -0.1039 6.5729 -0.003 -0.002 -0.003
H -0.2076 1.5781 8.2908 0.000 0.002 0.001
H 0.2261 3.9805 7.8624 0.002 -0.004 0.001
H 1.2290 4.6734 5.7010 0.002 0.005 -0.003
H 1.7999 2.9763 3.9989 0.020 0.028 -0.049
H 1.0204 5.7838 1.0530 0.005 0.001 0.001
H -0.3975 6.8811 2.7468 0.002 -0.001 0.003
H -1.9785 5.4800 4.0838 -0.008 0.008 -0.001
H -2.1281 3.0574 3.6772 -0.002 0.007 -0.009
N 3.5802 0.7510 -1.7825 0.018 -0.024 0.121
C 3.0713 0.7629 -3.0009 -0.099 0.008 -0.047
N 3.8503 0.4146 -4.0471 0.002 -0.005 0.049
C 3.2599 0.5210 -5.2241 -0.024 0.005 -0.022
N 4.0150 0.2072 -6.3273 0.006 0.019 -0.010
N 2.0060 0.9282 -5.4645 0.018 0.004 -0.016
C 1.3203 1.1951 -4.3493 -0.021 -0.004 0.042
N 1.7703 1.1243 -3.1180 0.014 0.033 0.009
C -0.1067 1.6158 -4.5154 0.038 -0.095 0.069
C -0.5390 2.2148 -5.6913 0.007 -0.030 -0.009
C -1.8664 2.6021 -5.7809 0.004 0.015 -0.014
C -2.7111 2.3515 -4.7131 -0.018 -0.021 0.019
C -2.1912 1.7217 -3.5886 0.049 0.044 -0.047
N -0.9114 1.3758 -3.4823 -0.098 0.016 0.042
H 4.5464 0.5196 -1.6317 -0.012 0.029 0.014
H 3.0684 1.1372 -0.9847 0.015 0.088 -0.036
H 4.8257 -0.3567 -6.1381 -0.002 -0.005 -0.003
H 3.4856 -0.0093 -7.1539 0.003 -0.009 0.001
H 0.1630 2.3625 -6.4996 -0.003 0.001 0.006
H -2.2357 3.0886 -6.6758 -0.001 0.003 0.003
H -3.7563 2.6306 -4.7369 0.000 -0.003 -0.010
H -2.8126 1.4703 -2.7364 -0.009 0.000 -0.013
N 1.0494 -2.0393 -0.0383 0.020 -0.094 -0.056
C 2.0186 -2.6164 0.1746 -0.063 0.022 -0.024
C 3.2379 -3.3271 0.4490 -0.026 0.106 0.097
C 3.5493 -4.4892 -0.2538 -0.020 0.000 -0.021
C 4.7343 -5.1499 0.0201 0.007 0.025 0.024
C 5.5992 -4.6481 0.9863 0.013 -0.028 -0.003
C 5.2821 -3.4893 1.6794 0.003 0.007 0.019
C 4.0966 -2.8196 1.4202 0.082 -0.032 -0.068
H 2.8658 -4.8601 -1.0063 -0.003 0.008 0.005
H 4.9862 -6.0521 -0.5230 -0.002 0.004 0.004
H 6.5292 -5.1637 1.1945 -0.003 0.003 -0.004
H 5.9587 -3.0853 2.4210 0.008 -0.015 -0.004
H 3.8512 -1.9069 1.9456 -0.039 0.098 0.035
O -3.1050 0.1189 -0.9795 0.072 -0.035 -0.100
S -4.4208 -0.4919 -1.4167 -0.033 0.154 0.134
C -5.1820 -1.2126 0.0785 -0.012 0.003 0.006
C -5.5339 -0.2937 1.2081 0.017 -0.002 0.000
C -6.8358 -0.2318 1.6921 -0.013 0.010 0.007
C -7.1454 0.5365 2.8087 -0.009 -0.020 -0.014
C -6.1510 1.2566 3.4511 0.006 0.033 0.001
C -4.8495 1.2178 2.9636 -0.018 0.022 -0.020
C -4.5417 0.4493 1.8543 0.019 0.001 -0.021
C -5.4158 1.2767 -1.3860 -0.005 -0.095 -0.085
C -5.2077 2.4230 -0.4593 0.042 0.013 0.040
C -3.9405 2.9941 -0.2904 0.028 -0.022 0.008
C -3.7305 4.0494 0.5819 -0.024 0.023 0.011
C -4.7928 4.5763 1.3080 -0.006 -0.020 -0.009
C -6.0593 4.0333 1.1445 0.001 -0.002 0.021
C -6.2620 2.9722 0.2730 -0.005 -0.025 -0.006
H -4.4291 -1.9159 0.4280 -0.013 -0.002 0.006
H -6.0451 -1.7886 -0.2653 -0.021 0.019 -0.008
H -7.6151 -0.7989 1.1929 0.000 0.001 -0.001
H -8.1659 0.5700 3.1735 -0.001 0.003 0.000
H -6.3886 1.8625 4.3174 0.001 -0.001 0.002
H -4.0660 1.7989 3.4330 0.004 0.002 -0.005
H -3.5297 0.4485 1.4684 -0.027 0.031 -0.008
H -6.4767 1.0060 -1.4588 -0.006 -0.005 0.016
H -5.0894 1.5531 -2.3951 -0.031 0.032 -0.006
H -3.1007 2.5689 -0.8244 -0.024 0.002 0.012
H -2.7311 4.4448 0.7206 -0.011 0.008 0.001
H -4.6241 5.3889 2.0044 0.006 -0.004 -0.001
H -6.8967 4.4267 1.7114 0.000 0.002 0.000
H -7.2542 2.5459 0.1661 0.000 -0.005 0.005
C -3.3598 -3.6610 3.2556 -0.017 -0.001 0.012
N -1.9388 -3.6294 3.5392 0.035 -0.025 -0.049
C -1.4332 -4.5976 4.4844 -0.007 0.003 0.025
C -1.0892 -2.6712 3.0357 -0.085 -0.017 -0.002
C -1.7121 -1.6710 2.0974 -0.020 0.033 0.009
O 0.0931 -2.6580 3.3316 0.036 -0.028 0.001
H -3.7438 -4.6445 3.5274 0.005 -0.003 -0.005
H -3.5631 -3.5114 2.1966 0.011 0.018 -0.007
H -3.9192 -2.9080 3.8205 -0.002 -0.002 0.006
H -1.9390 -4.5045 5.4513 0.001 0.008 0.002
H -0.3706 -4.4195 4.6200 -0.001 -0.001 0.000
H -1.5838 -5.6169 4.1147 -0.003 0.003 0.001
H -2.7147 -1.3863 2.4113 0.022 0.005 -0.009
H -1.7779 -2.1042 1.0952 -0.004 0.009 -0.023
H -1.1067 -0.7692 2.0561 0.100 -0.034 0.167
F -1.3232 -5.4979 -3.4666 0.004 -0.011 -0.002
C -2.0249 -4.4602 -2.9197 -0.002 -0.016 0.032
C -2.4304 -4.5463 -1.6067 0.032 -0.009 -0.028
C -3.1407 -3.4742 -1.0657 -0.011 0.022 -0.012
C -3.4592 -2.3343 -1.8017 0.032 -0.052 0.071
C -3.0319 -2.3214 -3.1272 0.021 -0.003 -0.038
C -2.3077 -3.3594 -3.7015 -0.020 0.028 -0.010
H -2.1829 -5.4251 -1.0229 0.002 -0.005 -0.001
H -3.4372 -3.5629 -0.0230 -0.003 -0.009 0.007
H -3.2672 -1.4505 -3.7403 0.004 0.005 0.000
H -1.9612 -3.3250 -4.7275 -0.001 0.002 -0.001
```
Positions in Å, forces in eV/Å.

Results
* gap between HOMO and LUMO: 5.60 eV
* multiplicity: 1
* HOMO: -2.0 eV
* total charge: -2
* E_LUMO: 3.600 eV
* E_tot: -114836.3565 eV

Results of the Mulliken charge analysis, in e, for atoms 1 through 99: atom 1 (Rb): 0.226, atom 2 (C): -1.217, atom 3 (C): -0.924, atom 4 (N): -0.452, atom 5 (N): 0.164, atom 6 (C): 0.189, atom 7 (S): -0.458, atom 8 (S): -0.334, atom 9 (C): 0.480, atom 10 (C): 0.695, atom 11 (C): -0.591, atom 12 (C): -0.584, atom 13 (C): -0.551, atom 14 (C): -0.625, atom 15 (C): 0.102, atom 16 (C): 0.874, atom 17 (C): -0.302, atom 18 (C): -1.083, atom 19 (C): -0.560, atom 20 (C): -0.263, atom 21 (C): 0.735, atom 22 (O): -0.302, atom 23 (H): 0.122, atom 24 (H): 0.349, atom 25 (H): 0.324, atom 26 (H): 0.427, atom 27 (H): -0.838, atom 28 (H): 0.356, atom 29 (H): 0.362, atom 30 (H): 0.352, atom 31 (H): 0.408, atom 32 (H): 0.094, atom 33 (H): 0.305, atom 34 (H): 0.307, atom 35 (H): 0.406, atom 36 (H): 0.047, atom 37 (N): 0.179, atom 38 (C): 0.429, atom 39 (N): -0.780, atom 40 (C): 0.341, atom 41 (N): -0.440, atom 42 (N): -0.664, atom 43 (C): 0.155, atom 44 (N): -0.027, atom 45 (C): 0.380, atom 46 (C): -0.643, atom 47 (C): -0.557, atom 48 (C): -1.037, atom 49 (C): -0.936, atom 50 (N): 0.583, atom 51 (H): 0.283, atom 52 (H): 0.121, atom 53 (H): 0.263, atom 54 (H): 0.258, atom 55 (H): 0.486, atom 56 (H): 0.398, atom 57 (H): 0.525, atom 58 (H): 0.978, atom 59 (N): -0.371, atom 60 (C): -0.324, atom 61 (C): 0.586, atom 62 (C): -0.468, atom 63 (C): -0.522, atom 64 (C): -0.322, atom 65 (C): -0.702, atom 66 (C): -0.079, atom 67 (H): 0.540, atom 68 (H): 0.370, atom 69 (H): 0.363, atom 70 (H): 0.429, atom 71 (H): 0.323, atom 72 (O): -0.173, atom 73 (S): 0.696, atom 74 (C): -0.278, atom 75 (C): 0.834, atom 76 (C): -0.886, atom 77 (C): -0.820, atom 78 (C): -0.633, atom 79 (C): -0.892, atom 80 (C): 0.734, atom 81 (C): -2.053, atom 82 (C): 0.756, atom 83 (C): 0.464, atom 84 (C): -0.331, atom 85 (C): -0.632, atom 86 (C): -0.711, atom 87 (C): -0.439, atom 88 (H): -0.907, atom 89 (H): 0.614, atom 90 (H): 0.398, atom 91 (H): 0.325, atom 92 (H): 0.388, atom 93 (H): 0.162, atom 94 (H): 0.813, atom 95 (H): 0.494, atom 96 (H): 0.488, atom 97 (H): 0.242, atom 98 (H): 0.498, atom 99 (H): 0.383

---

# 2
Computed, not measured: C16H21N5PtSi2 as an isolated structure in a non-equilibrium geometry, with ωB97M-V/def2-TZVPD.

```
45
Properties=species:S:1:pos:R:3:forces:R:3
Pt -0.5798 0.2843 0.0298 1.165 -0.324 0.046
C -0.4338 2.1259 -2.7016 0.051 -0.024 0.122
Si -0.3843 2.4239 -0.8649 -0.020 -0.121 -0.547
C 0.9133 3.6669 -0.4931 0.040 0.158 0.650
C -2.0986 2.2711 -0.1418 -0.007 0.654 -1.114
C -3.2324 2.6073 -0.9355 0.410 -0.249 0.030
C -4.4896 2.4851 -0.4161 -0.175 0.128 -0.294
C -4.6828 1.9575 0.8645 -0.259 -0.091 0.239
C -3.6177 1.5550 1.6186 0.433 -0.201 -0.085
C -2.2914 1.7449 1.1357 -0.356 -0.301 1.206
Si -0.8415 1.1751 2.1644 -0.157 -0.471 0.274
C 0.3720 2.1845 3.0987 0.195 0.560 -0.313
C -1.3244 -0.3017 3.1897 0.085 0.065 -0.087
H -0.7762 3.0429 -3.1933 0.000 0.011 -0.011
H -1.1060 1.3197 -3.0001 0.022 0.028 0.030
H 0.5643 1.9189 -3.0936 -0.017 -0.002 0.004
H 0.6321 4.5753 -1.0328 0.022 0.048 -0.030
H 1.8592 3.3234 -0.9184 0.000 0.025 0.016
H 1.0610 3.9404 0.5590 -0.045 -0.101 -0.308
H -3.1030 2.9890 -1.9395 0.035 0.008 -0.016
H -5.3416 2.7930 -1.0070 -0.046 0.010 0.029
H -5.6839 1.8583 1.2619 -0.037 0.032 -0.025
H -3.7870 1.1209 2.5949 0.029 -0.009 0.026
H -0.1295 2.4942 4.0197 0.010 0.010 0.058
H 0.7548 3.0894 2.6110 -0.110 -0.277 0.125
H 1.2078 1.5441 3.3905 0.001 0.032 0.008
H -1.8731 0.0505 4.0698 -0.004 0.002 0.016
H -0.4425 -0.8257 3.5643 -0.015 0.002 -0.007
H -1.9633 -1.0140 2.6650 0.025 0.038 0.002
N 3.4691 -1.0385 0.0973 -0.201 0.430 0.153
C 2.6013 -0.0653 0.3680 0.353 0.149 0.110
N 1.3995 -0.4875 0.0116 -0.980 0.868 0.209
C 1.6054 -1.7336 -0.4717 -0.333 -0.079 -0.079
N 2.8534 -2.1017 -0.4341 0.056 -0.292 -0.119
C 0.4675 -2.4862 -0.9551 0.029 -0.893 -0.363
C 0.6350 -3.7629 -1.4575 -0.142 -0.294 -0.143
N -0.3948 -4.4776 -1.9089 0.390 -0.086 0.024
C -1.5843 -3.9174 -1.8574 -0.132 0.261 0.088
C -1.7599 -2.6262 -1.3501 -0.451 -0.045 -0.088
N -0.7406 -1.9122 -0.9008 0.101 0.263 0.124
H 4.4692 -1.0519 0.2430 0.024 0.009 0.008
H 2.8448 0.8900 0.7991 0.082 0.019 0.020
H 1.6164 -4.2192 -1.4974 0.008 0.015 0.007
H -2.4227 -4.4958 -2.2235 -0.064 0.058 0.014
H -2.7397 -2.1695 -1.3097 -0.014 -0.022 -0.011
```
Positions in Å, forces in eV/Å.

Results
* gap between HOMO and LUMO: 8.63 eV
* multiplicity: 1
* HOMO: -15.8 eV
* total charge: +2
* E_LUMO: -7.142 eV
* E_tot: -43371.7229 eV

For reference, the Mulliken charges in units of e are: atom 1 (Pt): 1.154, atom 2 (C): -1.204, atom 3 (Si): -0.141, atom 4 (C): -0.989, atom 5 (C): 1.016, atom 6 (C): -0.922, atom 7 (C): -0.718, atom 8 (C): -0.719, atom 9 (C): -0.921, atom 10 (C): 1.014, atom 11 (Si): -0.142, atom 12 (C): -0.986, atom 13 (C): -1.203, atom 14 (H): 0.445, atom 15 (H): 0.371, atom 16 (H): 0.394, atom 17 (H): 0.398, atom 18 (H): 0.374, atom 19 (H): 0.325, atom 20 (H): 0.431, atom 21 (H): 0.443, atom 22 (H): 0.443, atom 23 (H): 0.431, atom 24 (H): 0.397, atom 25 (H): 0.324, atom 26 (H): 0.373, atom 27 (H): 0.444, atom 28 (H): 0.394, atom 29 (H): 0.372, atom 30 (N): 0.109, atom 31 (C): -0.282, atom 32 (N): -0.235, atom 33 (C): 0.477, atom 34 (N): -0.577, atom 35 (C): 0.502, atom 36 (C): -0.422, atom 37 (N): -0.494, atom 38 (C): -0.339, atom 39 (C): -0.238, atom 40 (N): -0.217, atom 41 (H): 0.206, atom 42 (H): 0.558, atom 43 (H): 0.476, atom 44 (H): 0.404, atom 45 (H): 0.473

---

# 3
Computed, not measured: a 2-piece molecular cluster, C7H9N4OP overall in a non-equilibrium geometry, with ωB97M-V/def2-TZVPD.

```
22
Properties=species:S:1:pos:R:3:forces:R:3
C -2.6083 1.5844 0.8596 -2.159 -1.156 -0.059
C 3.2099 0.3951 1.1644 0.433 -1.008 0.391
C -1.3573 1.2382 0.5615 -1.153 -2.074 -0.778
C 2.3027 -0.6010 0.9984 0.607 -1.280 1.104
C -2.8584 -0.4379 0.1255 2.854 3.000 0.637
C 1.7943 1.1242 -0.2658 -2.272 -0.277 0.450
C -0.0373 -0.9971 -2.0809 0.632 4.226 -1.851
N -3.5374 0.5349 0.5781 0.324 2.130 0.722
N 2.8451 1.4575 0.3850 1.006 1.280 -0.144
N -1.4991 -0.0982 0.0353 1.982 0.145 0.513
N 1.3424 -0.1411 0.1257 -0.502 -0.610 -0.160
O -0.0450 -3.3553 0.7271 0.021 3.229 -1.446
P -0.0546 -1.0472 -0.3161 -0.409 -2.333 1.713
H -3.0603 2.3945 1.3603 0.211 1.135 0.216
H 4.1091 0.3003 1.8167 -0.877 0.571 -0.885
H -0.4100 1.6931 0.6752 0.406 0.332 0.127
H 2.3631 -1.6254 1.4027 -0.580 0.745 -0.380
H -3.2634 -1.3489 0.1036 -0.917 -3.726 -0.927
H 1.0074 1.7226 -0.7391 1.183 0.232 -0.374
H -0.4648 0.0640 -2.5483 1.151 -2.519 1.511
H 0.9387 -1.1603 -2.5674 -0.339 -0.161 0.541
H -0.7168 -1.6963 -2.4013 -1.602 -1.883 -0.923
```
Positions in Å, forces in eV/Å.

Results
* gap between HOMO and LUMO (spin up / spin down): 7.97 / 8.00 eV
* multiplicity: 1
* HOMO (spin up / spin down): -9.8 / -9.8 eV
* total charge: 0
* E_LUMO (spin up / spin down): -1.806 / -1.774 eV
* E_tot: -24695.2209 eV

For reference, the Mulliken charges in units of e are: atom 1 (C): -0.728, atom 2 (C): -0.352, atom 3 (C): -0.180, atom 4 (C): -0.153, atom 5 (C): -0.098, atom 6 (C): -0.167, atom 7 (C): -0.939, atom 8 (N): -0.557, atom 9 (N): -0.598, atom 10 (N): 0.162, atom 11 (N): 0.226, atom 12 (O): -0.492, atom 13 (P): 0.164, atom 14 (H): 0.444, atom 15 (H): 0.329, atom 16 (H): 0.545, atom 17 (H): 0.382, atom 18 (H): 0.477, atom 19 (H): 0.465, atom 20 (H): 0.321, atom 21 (H): 0.357, atom 22 (H): 0.391

---

Asked for energy above the lowest of the compared OMol25 structures with the same formula, charge and spin across the records above, the calculation gives 0.464 0.537 6.331 eV in order.